Entry w
ORCA calculation (ωB97M-V with the def2-TZVPD basis set) on 3 unconnected molecules or ions with the total composition C3H12O4.

Last columns: bonded neighbours and bond lengths (Å).
CARTESIAN COORDINATES (ANGSTROEM)
1 O 0.135 2.378 -0.762  C2 1.449, H6 0.957
2 C 0.726 1.279 -0.027  O1 1.449, C3 1.527, H7 1.100, H8 1.102
3 C 1.233 0.309 -1.092  C2 1.527, C4 1.527, H9 1.126, H10 1.127
4 C 1.533 -1.149 -0.753  C3 1.527, O5 1.420, H11 1.120, H12 1.106
5 O 1.708 -1.857 -1.972  C4 1.420, H13 0.967
6 H -0.684 2.763 -0.453  O1 0.957
7 H 1.600 1.604 0.557  C2 1.100
8 H -0.024 0.807 0.629  C2 1.102
9 H 0.385 0.299 -1.833  C3 1.126
10 H 2.102 0.659 -1.718  C3 1.127
11 H 2.316 -1.229 0.043  C4 1.120
12 H 0.541 -1.432 -0.353  C4 1.106
13 H 1.826 -2.775 -1.694  O5 0.967
14 O 1.739 -2.252 4.343  H15 0.956, H16 0.959
15 H 1.916 -2.972 4.946  O14 0.956
16 H 0.992 -2.468 3.781  O14 0.959
17 O -6.385 1.956 -1.363  H18 0.962, H19 0.963
18 H -6.072 2.641 -0.765  O17 0.962
19 H -5.586 1.439 -1.513  O17 0.963

Results
LUMO energy, hartree: 0.0147
E_HOMO, eV: -10.45
Charge: 0
Molecular weight, u: 112.12
Kohn-Sham gap, eV: 10.85

=====

Entry x
ORCA calculation (ωB97M-V with the def2-TZVPD basis set) on 4 unconnected molecules or ions with the total composition C3H12O4.

Last columns: bonded neighbours and bond lengths (Å).
CARTESIAN COORDINATES (ANGSTROEM)
1 C -0.927 1.093 1.857  C2 1.504, H5 1.162, H6 1.012, H7 1.096
2 C 0.576 1.069 1.826  C1 1.504, C3 1.609, H8 1.058, H9 1.198
3 C 1.141 -0.226 1.055  C2 1.609, O4 1.207, H10 1.154
4 O 1.865 -0.109 0.098  C3 1.207
5 H -1.497 1.040 2.868  C1 1.162
6 H -1.272 0.326 1.292  C1 1.012
7 H -1.276 1.977 1.312  C1 1.096
8 H 0.997 1.956 1.431  C2 1.058
9 H 0.904 0.875 2.962  C2 1.198
10 H 0.434 -1.094 1.338  C3 1.154
11 O -3.060 0.785 -1.564  H12 0.994, H13 1.008
12 H -2.234 1.063 -2.041  O11 0.994
13 H -3.442 1.633 -1.176  O11 1.008
14 O 1.816 -3.444 -1.081  H15 0.982, H16 0.971
15 H 1.943 -4.153 -1.748  O14 0.982
16 H 1.426 -3.846 -0.288  O14 0.971
17 O 0.677 0.687 -2.605  H18 0.940, H19 0.994
18 H 1.107 0.528 -3.426  O17 0.940
19 H 0.822 -0.162 -2.108  O17 0.994

Results
LUMO energy, hartree: 0.0246
E_HOMO, eV: -9.65
Charge: 0
Molecular weight, u: 112.12
Kohn-Sham gap, eV: 10.32

=====

Entry y
ORCA calculation (ωB97M-V with the def2-TZVPD basis set) on 4 unconnected molecules or ions with the total composition C3H12O4.

Last columns: bonded neighbours and bond lengths (Å).
CARTESIAN COORDINATES (ANGSTROEM)
1 C 2.351 0.186 0.281  C2 1.466, H5 1.117, H6 1.192, H7 1.092
2 C 0.974 0.655 0.099  C1 1.466, C3 1.360, H8 1.105
3 C 0.313 0.596 -1.089  C2 1.360, O4 1.336, H9 1.132
4 O -0.992 0.862 -1.188  C3 1.336, H10 0.921
5 H 2.963 0.565 1.134  C1 1.117
6 H 2.488 -0.875 0.806  C1 1.192
7 H 2.949 0.198 -0.632  C1 1.092
8 H 0.272 0.918 0.910  C2 1.105
9 H 0.568 0.127 -2.087  C3 1.132
10 H -1.511 0.492 -0.523  O4 0.921
11 O 1.974 -2.716 -0.040  H12 0.918, H13 0.964
12 H 1.364 -3.262 -0.455  O11 0.918
13 H 2.854 -2.737 -0.432  O11 0.964
14 O -4.853 -2.408 3.223  H15 0.898, H16 1.011
15 H -4.664 -2.226 4.081  O14 0.898
16 H -4.261 -1.756 2.727  O14 1.011
17 O -1.028 4.231 -2.204  H18 1.019, H19 1.081
18 H -1.649 3.426 -2.133  O17 1.019
19 H -0.111 3.726 -2.478  O17 1.081

Results
LUMO energy, hartree: 0.0100
E_HOMO, eV: -8.65
Charge: 0
Molecular weight, u: 112.12
Kohn-Sham gap, eV: 8.92

=====

Entry z
ORCA calculation (ωB97M-V with the def2-TZVPD basis set) on 4 unconnected molecules or ions with the total composition C3H12O4.

Last columns: bonded neighbours and bond lengths (Å).
CARTESIAN COORDINATES (ANGSTROEM)
1 C 3.894 -0.534 0.782  C2 1.516, H5 1.143, H6 1.080, H7 1.117
2 C 2.486 -0.406 0.238  C1 1.516, C3 1.374, H8 1.190
3 C 2.162 -0.445 -1.097  C2 1.374, O4 1.386, H9 1.064
4 O 0.975 0.054 -1.608  C3 1.386, H10 0.926
5 H 3.847 -0.668 1.916  C1 1.143
6 H 4.217 -1.499 0.420  C1 1.080
7 H 4.635 0.173 0.336  C1 1.117
8 H 1.573 -0.626 0.970  C2 1.190
9 H 2.812 -0.771 -1.874  C3 1.064
10 H 1.290 0.681 -2.212  O4 0.926
11 O -1.630 2.399 0.719  H12 0.963, H13 0.992
12 H -2.171 1.680 1.061  O11 0.963
13 H -2.191 3.192 0.921  O11 0.992
14 O -1.727 -0.710 0.464  H15 0.977, H16 0.935
15 H -1.023 -0.776 -0.210  O14 0.977
16 H -1.243 -0.975 1.219  O14 0.935
17 O -4.495 -0.556 0.062  H18 1.011, H19 0.952
18 H -3.492 -0.431 0.033  O17 1.011
19 H -4.492 -1.169 0.790  O17 0.952

Results
LUMO energy, hartree: 0.0212
E_HOMO, eV: -8.89
Charge: 0
Molecular weight, u: 112.12
Kohn-Sham gap, eV: 9.47

=====

Most stable = entry w

=====

Entry w
ORCA calculation (ωB97M-V with the def2-TZVPD basis set) on a gas-phase ion, C3H9N4 (charge +1).

Last columns: bonded neighbours and bond lengths (Å).
CARTESIAN COORDINATES (ANGSTROEM)
1 C 0.577 -1.517 0.861  N4 1.244, N5 1.380, H8 1.081
2 C 0.458 -0.085 -0.876  C3 1.597, N4 1.489, N6 1.368, H9 1.091
3 C -0.569 0.368 0.259  C2 1.597, N5 1.461, N7 1.542, H10 1.087
4 N 1.111 -1.257 -0.232  C1 1.244, C2 1.489
5 N -0.283 -0.557 1.353  C1 1.380, C3 1.461, H11 1.079
6 N -0.165 -0.387 -2.056  C2 1.368, H12 1.002, H13 0.980
7 N -0.075 1.760 0.703  C3 1.542, H14 0.964, H15 0.978, H16 1.096
8 H 0.774 -2.382 1.479  C1 1.081
9 H 1.393 0.415 -1.135  C2 1.091
10 H -1.585 0.250 -0.109  C3 1.087
11 H -1.136 -0.851 1.945  N5 1.079
12 H 0.433 -0.693 -2.800  N6 1.002
13 H -0.747 -1.172 -1.979  N6 0.980
14 H -0.003 2.341 -0.063  N7 0.964
15 H 0.607 1.451 1.331  N7 0.978
16 H -0.791 2.317 1.318  N7 1.096

Results
LUMO energy (spin up / spin down), hartree: -0.1383 / -0.2387
E_HOMO (spin up / spin down), eV: -8.87 / -13.88
Spin multiplicity: 3
Charge: +1
Molecular weight, u: 101.13
Kohn-Sham gap (spin up / spin down), eV: 5.11 / 7.38

=====

Entry x
ORCA calculation (ωB97M-V with the def2-TZVPD basis set) on 2 unconnected molecules or ions with the total composition C3H9N4.

Last columns: bonded neighbours and bond lengths (Å).
CARTESIAN COORDINATES (ANGSTROEM)
1 C -1.195 0.702 -0.296  N4 1.359, N7 1.264, H8 1.071
2 C -1.918 -1.573 0.178  N7 1.463, H9 1.160, H10 1.030, H11 1.034
3 C 1.794 -0.226 0.675  N6 1.181, H12 1.112
4 N -0.277 1.696 -0.169  C1 1.359, H13 1.027, H16 1.112
5 N 3.049 1.132 -0.756  N6 1.207, H14 1.000
6 N 2.611 0.309 0.010  C3 1.181, N5 1.207
7 N -0.980 -0.451 0.174  C1 1.264, C2 1.463, H15 1.122
8 H -2.185 0.797 -0.694  C1 1.071
9 H -1.933 -2.363 -0.673  C2 1.160
10 H -1.767 -2.168 1.004  C2 1.030
11 H -2.856 -1.137 0.172  C2 1.034
12 H 2.013 -1.058 1.380  C3 1.112
13 H -0.331 2.690 -0.420  N4 1.027
14 H 3.387 0.891 -1.666  N5 1.000
15 H 0.065 -0.610 0.550  N7 1.122
16 H 0.523 1.372 0.533  N4 1.112

Results
LUMO energy (spin up / spin down), hartree: -0.1218 / -0.2432
E_HOMO (spin up / spin down), eV: -10.79 / -14.18
Spin multiplicity: 3
Charge: +1
Molecular weight, u: 101.13
Kohn-Sham gap (spin up / spin down), eV: 7.48 / 7.56

=====

Most stable = entry w

=====

Entry w
ORCA calculation (ωB97M-V with the def2-TZVPD basis set) on a gas-phase ion, C8H12NO3 (charge -1).

Last columns: bonded neighbours and bond lengths (Å).
CARTESIAN COORDINATES (ANGSTROEM)
1 C 0.608 -2.015 -1.115  C2 1.525, H13 1.088, H14 1.091, H15 1.086
2 C 0.494 -0.517 -0.857  C1 1.525, C3 1.563, H16 1.092, H17 1.094
3 C -0.330 -0.192 0.431  C2 1.563, C4 1.534, O5 1.414, N11 1.458
4 C 0.584 -0.135 1.662  C3 1.534, H18 1.087, H19 1.089, H20 1.088
5 O -1.257 -1.230 0.686  C3 1.414, C6 1.434
6 C -2.607 -1.250 0.202  O5 1.434, O7 1.229, C8 1.395
7 O -3.117 -2.366 0.259  C6 1.229
8 C -3.192 -0.055 -0.218  C6 1.395, C9 1.412, H21 1.073
9 C -2.422 1.128 -0.200  C8 1.412, O10 1.242, N11 1.427
10 O -2.846 2.248 -0.527  C9 1.242
11 N -1.074 1.051 0.261  C3 1.458, C9 1.427, C12 1.440
12 C -0.313 2.273 0.224  N11 1.440, H22 1.096, H23 1.093, H24 1.097
13 H 0.988 -2.530 -0.236  C1 1.088
14 H 1.278 -2.208 -1.954  C1 1.091
15 H -0.372 -2.425 -1.344  C1 1.086
16 H -0.010 -0.047 -1.704  C2 1.092
17 H 1.492 -0.078 -0.762  C2 1.094
18 H 0.971 -1.135 1.841  C4 1.087
19 H -0.003 0.169 2.527  C4 1.089
20 H 1.410 0.558 1.515  C4 1.088
21 H -4.207 -0.034 -0.565  C8 1.073
22 H 0.574 2.187 -0.414  C12 1.096
23 H -0.983 3.031 -0.189  C12 1.093
24 H -0.003 2.585 1.229  C12 1.097

Results
LUMO energy, hartree: 0.1276
E_HOMO, eV: -3.40
Charge: -1
Molecular weight, u: 170.19
Kohn-Sham gap, eV: 6.88

=====

Entry x
ORCA calculation (ωB97M-V with the def2-TZVPD basis set) on a gas-phase ion, C8H12NO3 (charge -1).

Last columns: bonded neighbours and bond lengths (Å).
CARTESIAN COORDINATES (ANGSTROEM)
1 C 1.751 1.123 2.400  C2 1.522, H13 1.089, H14 1.086, H15 1.090
2 C 2.130 0.709 0.986  C1 1.522, C3 1.534, H16 1.094, H17 1.093
3 C 0.938 0.836 0.028  C2 1.534, C4 1.535, N5 1.443, H18 1.098
4 C 1.377 0.637 -1.429  C3 1.535, H19 1.088, H20 1.088, H21 1.090
5 N -0.108 -0.069 0.442  C3 1.443, O6 1.413, C11 1.548
6 O 0.167 -1.426 0.160  N5 1.413, C7 1.397
7 C -0.967 -2.012 -0.407  O6 1.397, O8 1.226, C9 1.405
8 O -0.953 -3.216 -0.638  C7 1.226
9 C -1.952 -1.028 -0.600  C7 1.405, C10 1.498, C11 1.386
10 C -3.300 -1.293 -1.195  C9 1.498, H22 1.091, H23 1.089, H24 1.093
11 C -1.499 0.211 -0.177  N5 1.548, C9 1.386, O12 1.225
12 O -1.937 1.355 -0.166  C11 1.225
13 H 1.470 2.175 2.424  C1 1.089
14 H 0.899 0.535 2.729  C1 1.086
15 H 2.580 0.969 3.090  C1 1.090
16 H 2.955 1.327 0.620  C2 1.094
17 H 2.457 -0.334 0.983  C2 1.093
18 H 0.481 1.828 0.135  C3 1.098
19 H 1.811 -0.354 -1.553  C4 1.088
20 H 0.513 0.727 -2.086  C4 1.088
21 H 2.115 1.387 -1.712  C4 1.090
22 H -4.088 -0.905 -0.547  C10 1.091
23 H -3.433 -2.367 -1.315  C10 1.089
24 H -3.407 -0.814 -2.172  C10 1.093

Results
LUMO energy, hartree: 0.1363
E_HOMO, eV: -3.70
Charge: -1
Molecular weight, u: 170.19
Kohn-Sham gap, eV: 7.41

=====

Most stable = entry w